C5H12N3 | ωB97M-V/def2-TZVPD

The geometry in ORCA input format:
```
! wB97M-V def2-TZVPD RIJCOSX def2/J DEFGRID3
* xyz 1 1
C 0.060 -2.864 -0.746
C -1.897 -2.182 0.634
N -1.065 -1.902 -0.571
H 0.648 -2.621 -1.647
H -0.331 -3.890 -0.847
H 0.729 -2.827 0.131
H -2.334 -3.192 0.565
H -1.275 -2.130 1.543
H -2.716 -1.449 0.725
H -0.679 -0.937 -0.499
H -1.673 -1.934 -1.417
N 0.521 1.646 -0.073
C 0.443 2.783 -0.744
C 1.360 1.909 0.984
C 1.792 3.217 0.950
N 1.195 3.759 -0.161
H -0.138 2.955 -1.651
H 1.611 1.142 1.717
H 2.451 3.795 1.598
H 1.297 4.722 -0.491
*
```

Results
ΔE to the lowest compared entry with this formula, charge and spin in eV: 0.681
Electronic energy in eV: -9843.5306
Orbital gap in eV: 8.525



C54H124B4F20N15O18S4 | ωB97M-V/def2-TZVPD

The geometry in ORCA input format:
```
! wB97M-V def2-TZVPD RIJCOSX def2/J DEFGRID3
* xyz 3 1
C -15.932 -6.612 -9.490
C -16.063 -7.955 -10.294
N -14.974 -8.152 -11.210
C -14.605 -9.384 -11.723
C -13.631 -9.263 -12.710
N -13.519 -7.920 -12.881
C -14.304 -7.254 -11.993
C -12.775 -7.231 -13.971
H -15.630 -5.841 -10.198
H -15.128 -6.759 -8.769
H -16.819 -6.328 -8.923
H -17.004 -8.075 -10.832
H -16.094 -8.703 -9.502
H -15.140 -10.236 -11.329
H -13.027 -9.942 -13.292
H -14.413 -6.186 -11.880
H -13.533 -6.817 -14.635
H -12.106 -7.868 -14.550
H -12.182 -6.391 -13.609
C -4.652 -10.055 -9.095
C -3.233 -10.075 -9.505
N -2.941 -10.652 -10.782
C -2.988 -12.008 -11.098
C -2.306 -12.111 -12.283
N -1.887 -10.961 -12.784
C -2.361 -9.996 -11.906
C -1.165 -10.681 -13.992
H -4.877 -9.672 -8.099
H -5.076 -11.055 -9.180
H -5.128 -9.262 -9.671
H -2.617 -10.618 -8.789
H -2.844 -9.065 -9.374
H -3.405 -12.696 -10.377
H -2.155 -12.995 -12.885
H -2.052 -8.963 -11.969
H -0.212 -11.202 -13.907
H -0.926 -9.635 -14.184
H -1.773 -10.780 -14.892
C -8.965 1.512 -11.577
C -8.432 0.096 -11.392
N -8.184 -0.507 -10.109
C -7.944 -1.869 -9.878
C -7.625 -1.984 -8.538
N -8.035 -0.850 -7.900
C -8.207 0.088 -8.849
C -8.131 -0.653 -6.479
H -9.848 1.853 -11.036
H -9.147 1.705 -12.635
H -8.189 2.199 -11.243
H -7.504 -0.070 -11.939
H -9.127 -0.601 -11.861
H -7.913 -2.580 -10.690
H -7.277 -2.806 -7.929
H -8.437 1.138 -8.743
H -8.761 0.226 -6.350
H -7.167 -0.599 -5.973
H -8.597 -1.572 -6.124
C -2.140 -5.300 -5.376
C -1.953 -6.594 -6.323
N -2.764 -6.237 -7.525
C -2.307 -5.565 -8.611
C -3.405 -5.369 -9.384
N -4.496 -5.884 -8.854
C -4.106 -6.368 -7.662
C -5.893 -5.624 -9.147
H -2.157 -4.379 -5.959
H -1.356 -5.414 -4.628
H -3.103 -5.190 -4.878
H -2.396 -7.465 -5.840
H -0.886 -6.689 -6.525
H -1.310 -5.199 -8.805
H -3.549 -4.876 -10.334
H -4.786 -6.758 -6.918
H -6.501 -6.159 -8.417
H -5.973 -6.058 -10.144
H -6.070 -4.553 -9.058
C -7.809 -6.364 -17.529
O -7.847 -7.787 -17.395
C -8.038 -8.263 -16.104
C -7.930 -9.855 -16.043
N -6.663 -10.550 -16.498
H -6.937 -11.509 -16.654
H -6.352 -10.216 -17.399
C -5.571 -10.472 -15.424
C -5.861 -11.355 -14.236
O -6.508 -10.621 -13.287
C -6.703 -11.438 -12.151
H -7.207 -5.760 -16.851
H -8.859 -6.075 -17.468
H -7.647 -6.096 -18.572
H -8.982 -7.854 -15.744
H -7.323 -7.733 -15.474
H -8.715 -10.422 -16.544
H -8.060 -10.202 -15.018
H -5.374 -9.404 -15.326
H -4.658 -10.821 -15.906
H -4.875 -11.599 -13.841
H -6.384 -12.292 -14.429
H -7.636 -12.002 -12.170
H -6.922 -10.818 -11.282
H -5.849 -12.068 -11.904
C -12.727 -16.978 -10.768
O -12.146 -15.733 -10.976
C -11.148 -15.658 -12.019
C -10.771 -14.151 -12.500
N -10.492 -13.293 -11.281
H -11.141 -13.544 -10.549
H -9.610 -13.552 -10.863
C -10.479 -11.790 -11.606
C -10.025 -11.014 -10.328
O -11.068 -10.946 -9.340
C -10.951 -9.864 -8.479
H -13.270 -16.853 -9.832
H -11.882 -17.657 -10.650
H -13.314 -17.415 -11.576
H -11.596 -16.242 -12.823
H -10.155 -16.007 -11.735
H -11.574 -13.755 -13.122
H -9.780 -14.137 -12.953
H -11.429 -11.397 -11.967
H -9.793 -11.689 -12.447
H -9.665 -10.077 -10.752
H -9.166 -11.393 -9.775
H -10.824 -8.901 -8.974
H -10.209 -9.993 -7.692
H -11.916 -9.781 -7.980
C -11.065 -0.173 -14.402
O -11.146 -0.779 -13.066
C -12.039 -1.881 -12.998
C -11.624 -3.026 -13.976
N -10.191 -3.368 -13.564
H -9.832 -2.656 -12.945
H -10.120 -4.206 -13.004
C -9.232 -3.630 -14.793
C -7.728 -3.665 -14.356
O -7.387 -2.378 -13.735
C -6.016 -2.399 -13.214
H -11.996 0.118 -14.890
H -10.586 -0.840 -15.119
H -10.468 0.737 -14.350
H -13.020 -1.720 -13.446
H -12.145 -2.247 -11.977
H -11.643 -2.741 -15.028
H -12.220 -3.939 -13.969
H -9.413 -2.768 -15.435
H -9.649 -4.463 -15.359
H -7.021 -3.772 -15.179
H -7.428 -4.515 -13.744
H -5.843 -1.642 -12.449
H -5.440 -1.971 -14.035
H -5.606 -3.384 -12.993
C -13.470 -5.712 -5.357
O -12.132 -5.886 -4.985
C -11.274 -6.334 -6.066
C -9.966 -6.768 -5.369
N -9.713 -5.672 -4.180
H -9.877 -4.738 -4.526
H -10.511 -5.582 -3.567
C -8.374 -5.844 -3.462
C -8.450 -7.150 -2.512
O -9.700 -7.296 -1.859
C -9.516 -8.501 -1.147
H -14.050 -5.738 -4.435
H -13.815 -6.472 -6.058
H -13.562 -4.744 -5.850
H -11.029 -5.384 -6.542
H -11.786 -7.073 -6.682
H -9.135 -6.849 -6.070
H -10.095 -7.714 -4.842
H -7.930 -4.922 -3.088
H -7.636 -6.124 -4.213
H -7.614 -7.099 -1.814
H -8.350 -7.959 -3.235
H -8.720 -8.444 -0.405
H -9.324 -9.423 -1.695
H -10.392 -8.847 -0.599
C -11.578 -1.897 -8.825
O -11.750 -0.988 -7.680
C -12.579 -1.363 -6.617
C -13.201 -0.235 -5.747
N -14.398 0.330 -6.563
H -14.918 -0.390 -7.044
H -15.196 0.572 -5.993
C -14.260 1.543 -7.549
C -13.345 1.194 -8.741
O -13.562 2.185 -9.725
C -12.932 1.701 -10.945
H -10.833 -1.417 -9.459
H -12.503 -1.945 -9.400
H -11.465 -2.919 -8.465
H -12.102 -2.151 -6.034
H -13.408 -1.966 -6.986
H -12.502 0.523 -5.394
H -13.836 -0.693 -4.988
H -13.902 2.368 -6.933
H -15.301 1.620 -7.864
H -13.640 0.219 -9.128
H -12.291 1.118 -8.474
H -13.317 0.699 -11.134
H -11.856 1.847 -11.029
H -13.268 2.196 -11.856
N -15.918 -1.513 -8.093
S -15.800 -3.037 -8.209
O -14.544 -3.541 -8.741
O -17.004 -3.817 -8.367
F -15.509 -3.147 -6.604
S -16.126 -1.364 -9.726
O -17.302 -1.909 -10.367
O -14.917 -1.335 -10.564
F -16.714 0.183 -9.661
N -10.050 -5.666 -12.004
S -10.837 -5.666 -10.494
O -10.176 -5.099 -9.320
O -11.855 -6.689 -10.263
F -11.725 -4.412 -10.811
S -9.323 -6.956 -11.805
O -10.073 -8.150 -12.202
O -8.250 -7.075 -10.786
F -8.350 -6.817 -13.143
B -3.858 -6.846 -12.659
F -4.061 -7.150 -14.030
F -2.561 -6.889 -12.370
F -4.280 -5.560 -12.460
F -4.571 -7.777 -11.955
B -11.816 -10.944 -15.433
F -11.970 -11.834 -14.359
F -12.917 -10.239 -15.817
F -10.847 -10.093 -15.041
F -11.338 -11.614 -16.509
B -6.334 -4.139 -5.661
F -5.635 -3.181 -6.322
F -7.307 -4.745 -6.416
F -5.542 -5.076 -4.978
F -7.037 -3.482 -4.658
B -15.370 -3.659 -14.081
F -16.410 -3.204 -14.875
F -15.322 -2.903 -12.909
F -15.376 -5.045 -13.863
F -14.173 -3.359 -14.789
*
```

Results
Electronic energy in eV: -217599.2905
Orbital gap in eV: 8.294



C32H37FGaGeN2O2 | ωB97M-V/def2-TZVPD

The geometry in ORCA input format:
```
! wB97M-V def2-TZVPD RIJCOSX def2/J DEFGRID3
* xyz 3 1
Ga -0.197 -4.682 0.527
C -4.929 3.346 -3.980
C -5.305 3.729 -5.413
C -5.250 2.523 -6.361
C -4.535 4.912 -5.942
C -5.190 5.905 -6.627
C -4.492 7.016 -7.102
C -3.140 7.223 -6.827
C -2.397 6.278 -6.159
C -1.100 6.737 -5.509
C -0.081 7.294 -6.512
C -0.411 5.819 -4.502
C -3.076 5.005 -5.886
N -2.512 3.841 -5.720
C -1.282 3.535 -6.208
C -0.732 4.115 -7.370
C 0.493 3.699 -7.844
C 1.193 2.703 -7.168
C 0.662 2.086 -6.039
C -0.576 2.478 -5.595
F -1.103 1.901 -4.518
H -5.667 2.643 -3.596
H -4.926 4.214 -3.320
H -3.951 2.869 -3.940
H -6.343 4.074 -5.400
H -4.257 2.077 -6.360
H -5.511 2.801 -7.382
H -5.965 1.772 -6.025
H -6.258 5.836 -6.782
H -5.038 7.790 -7.627
H -2.705 8.186 -7.059
H -1.457 7.596 -4.925
H 0.421 6.479 -7.034
H 0.677 7.864 -5.977
H -0.528 7.953 -7.254
H 0.251 5.101 -4.986
H -1.113 5.280 -3.864
H 0.211 6.435 -3.854
H -1.328 4.826 -7.928
H 0.898 4.124 -8.751
H 2.156 2.380 -7.541
H 1.193 1.304 -5.516
N -1.785 -8.882 -2.140
C -1.044 -8.630 -0.861
C -0.935 -7.107 -0.728
O -1.424 -6.423 -1.623
O -0.342 -6.691 0.321
H -2.677 -9.353 -1.999
H -1.245 -9.420 -2.817
H -1.954 -7.916 -2.510
H -0.057 -9.082 -0.905
H -1.589 -9.053 -0.021
Ge 3.348 -4.719 10.400
C 4.686 -6.028 10.344
C 6.039 -5.758 10.599
C 6.955 -6.791 10.592
C 6.532 -8.092 10.338
C 5.195 -8.371 10.084
C 4.270 -7.343 10.084
C 3.443 -2.914 10.887
C 4.637 -2.263 11.237
C 4.605 -0.942 11.634
C 3.391 -0.263 11.690
C 2.204 -0.895 11.346
C 2.225 -2.218 10.943
H 1.944 -5.205 10.057
H 6.378 -4.752 10.804
H 7.999 -6.589 10.790
H 7.255 -8.898 10.342
H 4.878 -9.386 9.894
H 3.227 -7.562 9.890
H 5.584 -2.784 11.208
H 5.521 -0.437 11.909
H 3.373 0.771 12.010
H 1.266 -0.359 11.399
H 1.297 -2.713 10.680
*
```

Results
ΔE to the lowest compared entry with this formula, charge and spin in eV: 0.000
Electronic energy in eV: -152444.8807
Orbital gap in eV: 6.418



C51H42F2N12O11Rb | ωB97M-V/def2-TZVPD

The geometry in ORCA input format:
```
! wB97M-V def2-TZVPD RIJCOSX def2/J DEFGRID3
* xyz -1 1
Rb -0.206 1.038 2.152
N 0.576 -3.899 1.786
C 0.073 -2.655 1.857
N -0.500 -2.119 2.883
C -0.556 -2.868 4.045
N -0.819 -2.338 5.188
N -0.773 -0.965 5.208
C -1.818 -0.332 5.545
C -1.745 1.136 5.695
C -2.770 1.813 6.354
C -2.661 3.182 6.534
C -1.536 3.828 6.052
C -0.573 3.071 5.394
N -0.665 1.761 5.215
C -0.287 -4.315 3.965
C -0.568 -5.203 5.002
C -0.207 -6.531 4.901
C 0.450 -6.990 3.758
C 0.729 -6.132 2.716
C 0.353 -4.792 2.815
H 1.116 -4.109 0.940
H 0.165 -2.061 0.959
H -2.767 -0.830 5.753
H -3.633 1.266 6.711
H -3.444 3.733 7.039
H -1.408 4.896 6.156
H 0.305 3.547 4.969
H -1.067 -4.818 5.881
H -0.433 -7.217 5.708
H 0.736 -8.032 3.682
H 1.225 -6.481 1.819
F -2.701 3.148 -2.571
C -1.852 2.153 -2.910
C -1.465 1.227 -1.988
C -0.469 0.315 -2.347
C 0.116 -0.516 -1.281
O -0.291 -0.397 -0.123
C 1.209 -1.369 -1.673
C 1.606 -1.380 -2.961
N 1.074 -0.597 -3.951
C 1.679 -0.577 -5.250
C 2.087 -1.873 -5.877
C 0.908 -1.117 -6.421
C 0.068 0.306 -3.642
C -0.382 1.245 -4.578
C -1.322 2.178 -4.197
N -1.668 3.235 -5.097
C -0.913 4.447 -4.848
C -1.008 5.341 -6.068
N -2.470 5.600 -6.341
C -3.259 4.325 -6.524
C -3.080 3.506 -5.262
C 1.940 -2.209 -0.611
O 1.726 -3.446 -0.625
O 2.631 -1.548 0.186
H -1.901 1.245 -0.991
H 2.425 -2.013 -3.275
H 2.315 0.284 -5.433
H 1.877 -2.782 -5.333
H 3.009 -1.879 -6.440
H -0.072 -1.517 -6.204
H 1.006 -0.607 -7.370
H 0.014 1.279 -5.581
H 0.131 4.203 -4.647
H -1.285 4.993 -3.962
H -0.616 4.844 -6.954
H -0.528 6.308 -5.928
H -2.581 6.212 -7.146
H -2.859 6.090 -5.532
H -2.845 3.828 -7.400
H -4.295 4.612 -6.699
H -3.631 2.569 -5.334
H -3.514 4.061 -4.416
N 2.160 -0.272 3.347
C 3.221 -0.708 3.376
C 4.543 -1.268 3.400
C 5.007 -1.925 2.259
C 6.279 -2.474 2.282
C 7.071 -2.371 3.416
C 6.599 -1.714 4.544
C 5.332 -1.159 4.541
H 4.365 -1.986 1.386
H 6.652 -2.984 1.403
H 8.064 -2.803 3.422
H 7.220 -1.634 5.427
H 4.948 -0.643 5.411
F 5.525 0.978 -0.491
C 4.612 1.752 -1.094
C 3.349 1.826 -0.639
N 2.393 2.593 -1.262
C 1.064 2.696 -0.662
C 1.003 3.327 0.757
O -0.157 3.615 1.107
O 2.059 3.361 1.413
C 2.672 3.305 -2.395
O 1.857 3.966 -3.030
N 3.986 3.215 -2.818
C 5.039 2.493 -2.258
O 6.147 2.517 -2.760
H 3.022 1.245 0.209
H 0.683 1.684 -0.564
H 0.435 3.243 -1.355
H 4.207 3.751 -3.640
O -4.446 0.221 -1.375
C -4.060 0.198 -0.186
O -3.364 1.040 0.426
C -4.487 -1.022 0.632
C -5.822 -1.406 0.717
C -6.196 -2.500 1.477
C -5.205 -3.219 2.132
C -3.864 -2.869 2.059
C -3.518 -1.758 1.311
N -5.594 -4.387 2.928
O -4.716 -5.047 3.453
O -6.784 -4.653 3.020
H -6.567 -0.844 0.170
H -7.227 -2.806 1.567
H -3.123 -3.445 2.592
H -2.487 -1.437 1.266
*
```

Results
ΔE to the lowest compared entry with this formula, charge and spin in eV: 0.485
Electronic energy in eV: -100063.0257
Orbital gap in eV: 4.958



Q: orbital gap of number 4 (C51H42F2N12O11Rb)?
A: 4.958 eV



Q: Among the records above, which one has the highest orbital gap?
A: C5H12N3



Q: Look up the orbital gap of the fourth one.
A: 4.958 eV